No. 1
ORCA calculation (the ωB97M-V functional and the def2-TZVPD basis) on 2 unconnected molecules or ions with the total composition C31H25BF6O4S at a distorted geometry.

Properties
Kohn-Sham gap ... 4.06 eV
E_LUMO ... -1.2 eV
Largest force on an atom ... 0.0606 Eh/bohr
Molar mass ... 618.4 g/mol
HOMO ... -0.19400 Eh
E_tot ... -68557.2991 eV

Element x y z (Å)
1 C -4.174 0.214 -3.047
2 C -2.822 -0.391 -2.922
3 C -2.438 -1.710 -3.183
4 C -1.036 -1.891 -3.161
5 C -0.337 -0.735 -2.776
6 B -2.331 -1.078 1.822
7 C 0.960 -0.376 -3.293
8 C 1.439 0.953 -3.264
9 C 2.689 1.242 -3.770
10 C 3.206 2.658 -3.738
11 F 4.528 2.703 -3.361
12 F 3.113 3.278 -4.959
13 F 2.510 3.430 -2.841
14 C 3.507 0.245 -4.307
15 C 3.056 -1.066 -4.286
16 C 3.916 -2.227 -4.721
17 F 4.380 -2.924 -3.625
18 F 3.191 -3.124 -5.469
19 F 4.997 -1.854 -5.457
20 C 1.788 -1.382 -3.836
21 O -3.338 -0.174 1.554
22 C -4.571 -0.943 1.547
23 C -4.174 -2.381 1.891
24 O -2.750 -2.341 2.209
25 S -1.481 0.540 -2.362
26 H -4.862 -0.497 -3.510
27 H -4.533 0.492 -2.040
28 H -4.148 1.134 -3.648
29 H -3.158 -2.474 -3.465
30 H -0.524 -2.800 -3.462
31 H 0.816 1.739 -2.842
32 H 4.491 0.481 -4.693
33 H 1.441 -2.415 -3.904
34 H -5.259 -0.545 2.310
35 H -5.043 -0.878 0.548
36 H -4.716 -2.749 2.773
37 H -4.326 -3.064 1.036
38 C -0.729 2.942 7.802
39 O -0.975 1.612 7.287
40 C -0.754 1.387 5.965
41 C -1.112 0.110 5.481
42 C -1.037 -0.158 4.137
43 C -0.615 0.818 3.193
44 C -0.397 0.464 1.830
45 O 0.484 1.243 1.172
46 C 1.417 0.608 0.354
47 C 1.093 -0.648 -0.200
48 C 2.197 -1.371 -0.725
49 C 3.430 -0.765 -0.858
50 C 3.651 0.554 -0.444
51 C 2.645 1.242 0.223
52 C -0.286 -0.973 -0.186
53 C -0.846 -0.781 1.243
54 C -0.207 2.079 3.713
55 C -0.248 2.361 5.062
56 H -1.161 2.918 8.804
57 H 0.352 3.136 7.847
58 H -1.217 3.710 7.187
59 H -1.473 -0.635 6.191
60 H -1.261 -1.180 3.821
61 H 2.049 -2.409 -1.033
62 H 4.256 -1.308 -1.325
63 H 4.607 1.042 -0.654
64 H 2.797 2.236 0.649
65 H -0.597 -1.925 -0.614
66 H -0.336 -1.577 1.851
67 H 0.174 2.845 3.040
68 H 0.092 3.330 5.437

Forces on the atoms, in the same order (eV/Å):
C -0.19 0.22 0.66
C 0.80 -1.29 0.19
C -0.55 1.16 0.08
C 0.75 1.37 0.57
C -2.26 -0.44 -1.80
B -0.20 -0.11 -2.28
C 1.31 -0.05 0.16
C -0.31 -0.67 0.07
C 0.41 0.00 -0.21
C 0.19 0.66 0.31
F -1.22 0.08 -0.47
F 0.17 -0.47 1.10
F 0.71 -0.58 -0.91
C 0.14 0.04 0.24
C -0.10 -0.20 -0.34
C 0.17 -0.45 -0.12
F -0.29 0.55 -1.09
F 0.82 0.68 0.60
F -0.80 -0.38 0.60
C -0.31 0.50 0.19
O -0.41 -0.97 0.13
C -0.23 0.51 0.13
C 0.26 -0.49 0.29
O -0.44 0.76 -0.53
S 0.07 -0.65 -1.36
H 0.02 0.12 0.13
H -0.17 -0.06 -0.42
H 0.00 -0.29 0.11
H 0.17 0.15 -0.04
H -0.22 0.15 -0.04
H 0.23 -0.16 -0.10
H -0.05 0.01 0.06
H 0.17 0.39 0.16
H 0.24 0.07 -0.36
H 0.31 0.12 0.53
H 0.18 -0.02 -0.34
H 0.15 0.21 0.48
C 0.06 -0.57 -0.22
O 0.31 0.45 -0.45
C -0.10 0.43 -0.36
C -0.06 0.58 0.37
C 0.00 0.08 -0.35
C 0.29 0.75 1.64
C 1.75 -0.49 -0.26
O -2.31 0.37 0.68
C 1.76 -0.64 -0.47
C 0.80 0.68 0.01
C -0.77 0.12 0.23
C 0.70 0.50 -0.14
C 0.55 -0.35 -0.50
C -0.78 -0.29 0.43
C -1.44 -1.65 2.22
C 0.51 0.28 0.42
C 0.02 -0.51 -0.48
C -0.44 -0.44 0.92
H 0.15 0.15 -0.15
H -0.30 -0.03 0.04
H 0.03 -0.26 0.17
H 0.17 0.18 -0.21
H 0.06 0.34 0.13
H -0.01 0.32 -0.04
H -0.28 0.11 0.15
H -0.31 -0.21 0.17
H -0.07 -0.31 -0.16
H 0.18 0.07 0.20
H 0.26 0.49 -0.11
H -0.10 -0.26 0.02
H -0.18 -0.38 -0.25

No. 2
ORCA calculation (the ωB97M-V functional and the def2-TZVPD basis) on a molecular structure, C31H25ILiN6O2S at a distorted geometry.

Properties
Charge ... -1
Kohn-Sham gap ... 6.44 eV
E_LUMO ... 2.0 eV
Largest force on an atom ... 0.0674 Eh/bohr
Molar mass ... 679.5 g/mol
HOMO ... -0.16273 Eh
E_tot ... -64727.5477 eV

Element x y z (Å)
1 Li 0.896 -0.397 1.083
2 C 0.348 -3.748 -4.538
3 C 1.006 -2.781 -3.618
4 C 0.330 -1.684 -3.041
5 C 0.808 -0.902 -2.058
6 C 2.133 -1.066 -1.691
7 C 2.923 -2.057 -2.333
8 C 2.331 -2.957 -3.192
9 S 3.038 -0.074 -0.446
10 O 3.277 -1.158 0.549
11 O 4.185 0.557 -1.102
12 N 1.890 0.936 -0.064
13 C 2.200 2.129 0.446
14 C 3.333 2.405 1.257
15 C 3.608 3.742 1.559
16 C 2.659 4.749 1.273
17 C 1.477 4.586 0.509
18 C 0.518 5.535 0.232
19 C -0.430 5.223 -0.674
20 C -0.463 3.972 -1.243
21 N 0.332 2.945 -0.887
22 C 1.283 3.255 0.021
23 H -0.603 -3.461 -5.028
24 H 0.125 -4.695 -4.022
25 H 1.021 -4.081 -5.283
26 H -0.661 -1.468 -3.431
27 H 0.079 -0.203 -1.604
28 H 3.998 -2.078 -2.127
29 H 2.814 -3.866 -3.648
30 H 3.877 1.622 1.750
31 H 4.489 3.891 2.225
32 H 2.857 5.693 1.783
33 H 0.472 6.533 0.745
34 H -1.259 5.890 -0.963
35 H -1.253 3.782 -1.950
36 C -5.047 -2.118 -1.747
37 C -3.701 -2.510 -1.793
38 C -2.789 -1.871 -0.943
39 C -3.178 -0.808 -0.121
40 C -4.411 -0.196 -0.322
41 C -5.392 -0.901 -1.121
42 N -2.203 -0.331 0.787
43 N -2.578 0.376 1.788
44 C -1.599 0.897 2.622
45 C -2.132 1.995 3.470
46 C -1.289 2.940 3.999
47 C 0.126 2.634 3.965
48 C 0.541 1.443 3.375
49 C -0.214 0.580 2.612
50 H -5.807 -2.684 -2.196
51 H -3.330 -3.344 -2.373
52 H -1.746 -2.198 -0.986
53 H -4.620 0.670 0.301
54 H -6.426 -0.547 -1.040
55 H -3.256 2.177 3.567
56 H -1.695 3.817 4.514
57 H 0.870 3.233 4.410
58 H 1.664 1.242 3.548
59 I -1.224 -6.295 1.507
60 C -0.134 -4.593 1.528
61 C 1.295 -4.497 1.708
62 N 1.610 -3.206 1.465
63 N 0.524 -2.459 1.135
64 C -0.537 -3.280 1.157
65 H 1.991 -5.305 2.031
66 H 2.547 -2.773 1.483
67 H -1.498 -2.857 1.178

Forces on the atoms, in the same order (eV/Å):
Li -0.82 -0.05 0.44
C -1.02 -0.78 0.30
C 0.08 1.42 1.37
C -1.33 -2.09 -2.42
C 0.20 1.32 1.52
C 1.58 -0.07 -0.34
C -0.17 0.75 0.83
C -0.49 -1.34 -1.45
S -0.74 -0.85 -1.73
O 0.35 1.38 -0.06
O -0.59 -0.97 1.00
N 0.22 -2.27 -0.03
C 0.54 3.03 0.56
C -2.03 0.41 -1.24
C -1.37 0.61 0.66
C 1.90 0.27 1.30
C 1.76 -2.27 0.86
C -0.24 2.16 0.88
C -1.57 0.95 -0.51
C 0.58 -2.20 0.23
N -0.79 1.45 -0.20
C 1.07 -1.08 -0.07
H 0.59 0.34 0.41
H -0.12 0.29 0.26
H 0.80 -0.06 -1.11
H -0.15 -0.13 0.21
H 1.06 -0.07 -0.12
H -0.41 -0.19 0.10
H 0.15 1.21 0.70
H 0.35 -0.39 -0.36
H -0.83 0.48 -0.65
H -0.15 0.11 -0.43
H 0.43 -1.05 -0.54
H 0.68 -0.08 0.31
H -0.03 -0.38 -0.33
C 0.83 1.80 0.50
C 0.06 0.56 1.23
C 0.00 -0.40 -0.94
C -0.09 0.74 -0.01
C -1.21 -1.69 -0.44
C 1.34 0.28 1.55
N 0.89 1.00 1.57
N -0.79 -1.68 -2.26
C 0.58 2.01 1.67
C -1.11 -0.74 -1.58
C 1.63 -0.66 0.45
C -2.34 -0.83 -0.56
C 2.46 0.88 1.32
C -1.42 -0.58 -0.92
H -0.84 -0.67 -0.80
H -0.29 -0.09 -0.09
H -0.36 0.20 0.34
H -0.27 -0.06 -0.34
H 0.37 -0.21 -0.43
H 1.59 -0.51 -0.38
H 0.28 -0.28 -0.16
H 0.55 0.94 0.53
H -1.58 0.19 -0.51
I -0.44 -0.59 0.14
C 2.72 1.52 -0.23
C -2.00 -0.51 -0.08
N -0.39 -0.56 -0.02
N 0.40 -0.69 0.19
C 2.36 -0.62 1.24
H -0.53 1.10 -0.47
H -0.87 -0.01 -0.32
H -1.03 0.33 -0.53

No. 3
ORCA calculation (the ωB97M-V functional and the def2-TZVPD basis) on a molecular structure, C31H25N5O2S3W at a distorted geometry.

Properties
Charge ... +2
Kohn-Sham gap (spin up / spin down) ... 6.55 / 6.82 eV
E_LUMO (spin up / spin down) ... -7.1 / -7.3 eV
Largest force on an atom ... 0.0537 Eh/bohr
Molar mass ... 779.6 g/mol
2S+1 ... 3
HOMO (spin up / spin down) ... -0.50186 / -0.51864 Eh
E_tot ... -78412.6273 eV

Element x y z (Å)
1 W -0.617 -0.564 0.122
2 C -1.084 -3.361 -1.152
3 C -1.509 -2.796 0.070
4 C -0.582 -2.713 1.143
5 C 0.723 -3.233 0.966
6 C 1.094 -3.803 -0.232
7 C 0.190 -3.859 -1.301
8 H -1.797 -3.488 -1.957
9 H -2.571 -2.739 0.283
10 H -0.967 -2.628 2.152
11 H 1.402 -3.258 1.809
12 H 2.072 -4.259 -0.325
13 H 0.483 -4.336 -2.227
14 S 0.422 0.171 4.540
15 C 1.949 -0.167 3.772
16 C 3.214 -0.252 4.341
17 C 4.291 -0.470 3.504
18 C 4.115 -0.581 2.122
19 C 2.856 -0.517 1.559
20 C 1.754 -0.337 2.397
21 N 0.423 -0.263 1.997
22 C -0.370 0.042 3.019
23 C -1.780 0.233 2.779
24 C -2.675 0.685 3.750
25 C -4.002 0.867 3.412
26 C -4.432 0.579 2.120
27 C -3.535 0.126 1.162
28 C -2.186 -0.063 1.457
29 H 3.355 -0.159 5.409
30 H 5.287 -0.540 3.918
31 H 4.980 -0.720 1.489
32 H 2.709 -0.567 0.491
33 H -2.332 0.900 4.755
34 H -4.705 1.235 4.146
35 H -5.473 0.715 1.862
36 H -3.901 -0.092 0.165
37 O -1.722 -0.461 -1.307
38 N -2.778 -0.344 -2.065
39 C -2.720 -0.847 -3.255
40 C -1.567 -1.552 -3.725
41 N -0.589 -2.094 -3.987
42 C -3.865 -0.717 -4.093
43 N -4.786 -0.634 -4.772
44 S 3.055 -0.885 -3.162
45 C 2.101 -1.196 -1.796
46 N 1.064 -0.426 -1.585
47 C 0.978 0.530 -2.613
48 C -0.008 1.507 -2.805
49 C 0.069 2.335 -3.905
50 C 1.112 2.227 -4.830
51 C 2.089 1.271 -4.669
52 C 2.006 0.428 -3.565
53 H 2.352 -2.021 -1.152
54 H -0.841 1.601 -2.128
55 H -0.703 3.075 -4.071
56 H 1.144 2.891 -5.682
57 H 2.888 1.159 -5.389
58 C -0.520 4.131 -0.036
59 S 0.677 2.791 -0.067
60 C 1.440 3.123 1.534
61 O -0.208 1.570 0.201
62 H -1.175 3.997 0.823
63 H -1.099 4.104 -0.957
64 H 0.013 5.079 0.025
65 H 1.951 4.084 1.474
66 H 2.171 2.342 1.739
67 H 0.671 3.145 2.305

Forces on the atoms, in the same order (eV/Å):
W 2.01 1.00 1.61
C -0.20 -0.11 0.12
C 0.31 -1.00 0.40
C -0.44 -1.07 -0.21
C -0.01 0.19 0.04
C -0.10 -0.06 -0.02
C 0.15 -0.02 0.08
H 0.02 0.05 0.07
H 0.03 0.44 -0.09
H 0.05 0.47 -0.04
H 0.00 0.08 0.00
H 0.00 0.00 -0.02
H -0.04 0.04 -0.04
S -0.02 -0.03 -0.23
C -0.23 -0.01 -0.18
C 0.06 -0.01 0.07
C 0.01 0.01 0.04
C -0.01 -0.02 -0.08
C -0.14 0.00 0.05
C 0.36 0.00 -0.04
N -0.15 0.18 0.79
C 0.42 -0.07 0.07
C -0.28 -0.10 -0.17
C 0.19 -0.06 -0.06
C -0.11 0.00 -0.03
C 0.08 0.05 0.13
C 0.05 -0.25 -0.32
C 0.07 0.04 0.44
H -0.01 0.05 0.01
H -0.01 0.00 0.04
H 0.00 0.01 -0.01
H 0.09 -0.04 -0.01
H -0.02 0.02 0.01
H 0.00 -0.03 0.02
H 0.00 0.00 -0.03
H -0.05 0.07 0.04
O -1.09 0.39 -2.34
N -1.02 0.33 -0.29
C 0.35 -0.03 0.64
C 0.44 0.00 -0.10
N -0.02 0.04 -0.08
C -0.34 0.08 -0.12
N 0.07 0.00 0.01
S -0.09 0.04 0.08
C -0.03 0.00 -0.08
N 0.12 -0.07 0.09
C 0.07 0.10 -0.29
C -0.11 -0.06 -0.11
C -0.02 -0.06 0.04
C 0.09 0.01 -0.05
C 0.01 0.01 -0.10
C -0.16 -0.08 0.25
H 0.03 0.03 0.09
H -0.02 0.01 0.03
H -0.01 0.00 0.04
H 0.01 -0.01 -0.01
H 0.01 0.03 0.00
C 0.07 -0.08 -0.12
S 0.03 0.32 0.57
C -0.03 -0.08 -0.19
O -0.49 -0.54 -0.20
H 0.05 -0.06 0.04
H 0.05 -0.07 -0.03
H 0.07 -0.02 -0.01
H -0.01 0.02 -0.05
H -0.02 -0.03 -0.08
H -0.06 0.00 -0.04